Entry 1:
{"formula": "C36H35N9P2Zr", "method": "wB97M-V/def2-TZVPD", "orbital_gap_ha": 0.239, "energy_ev": -71135.5766, "charge": 4, "max_force_ha_per_bohr": 0.011, "molar_mass_da": 746.91, "relative_energy_kcal_mol": 0.0, "elements": ["C", "P", "H", "H", "N", "C", "N", "H", "C", "C", "C", "H", "C", "C", "C", "H", "H", "C", "H", "H", "H", "C", "C", "H", "C", "H", "C", "N", "C", "C", "C", "N", "C", "N", "H", "C", "H", "N", "C", "H", "H", "H", "C", "H", "H", "H", "H", "H", "C", "N", "C", "H", "C", "H", "C", "C", "N", "C", "C", "H", "H", "C", "H", "C", "C", "H", "H", "H", "C", "H", "H", "C", "N", "Zr", "H", "C", "C", "H", "C", "C", "P", "H", "H"], "positions_angstrom": [[-2.797, 0.071, 2.441], [-0.068, 0.086, 1.707], [-4.453, -0.660, -1.476], [-3.620, -0.556, 2.105], [0.928, -3.470, -1.927], [-0.348, 2.701, 2.521], [4.134, 2.028, -1.247], [1.015, -2.247, 0.609], [-2.056, -2.577, -3.148], [0.032, 3.828, 3.228], [-0.297, 3.898, -2.180], [1.450, 4.671, 4.599], [-5.810, 2.417, -1.145], [1.925, 3.783, -1.288], [0.874, -2.435, 1.689], [2.856, 4.232, -0.976], [-2.708, -4.696, -0.568], [0.403, 1.525, 2.633], [1.333, -4.897, 3.945], [-3.161, 1.076, 2.641], [-1.622, -0.489, -2.963], [1.212, -3.687, 2.175], [0.419, -1.417, 2.528], [-2.726, 2.968, 0.127], [2.971, 1.531, -1.034], [2.798, 2.610, 4.773], [0.297, -1.671, 3.896], [1.125, -2.138, -2.051], [1.165, 3.792, 4.036], [-0.361, 2.521, -2.119], [-3.442, 1.071, -0.648], [-1.730, 0.101, 1.409], [-5.702, 1.073, -1.477], [5.035, -0.129, -0.776], [0.533, -3.123, 5.452], [-2.390, -3.745, -2.467], [1.295, -5.206, -3.065], [0.668, 1.768, -1.671], [-3.553, 2.429, -0.323], [-1.141, 4.451, -2.569], [1.978, -0.994, -3.617], [6.497, 2.564, -1.726], [-2.446, -3.776, -1.075], [-1.252, 1.997, -2.436], [2.977, -1.972, 0.673], [-6.541, 0.553, -1.918], [2.310, -3.391, -4.857], [0.440, -3.847, -1.126], [1.924, 2.632, 4.136], [2.678, 0.221, -0.694], [0.626, -2.925, 4.392], [-6.737, 2.943, -1.335], [0.848, 4.544, -1.728], [-0.559, 4.732, 3.170], [-4.739, 3.094, -0.568], [1.805, 2.408, -1.312], [3.689, -1.792, -0.018], [3.828, -0.541, -0.496], [1.702, -1.978, -3.262], [-2.390, -0.355, 3.357], [7.185, 0.995, -1.397], [-1.825, -1.418, -2.423], [-2.612, -4.646, -3.025], [-1.940, -1.418, -1.019], [5.188, 1.146, -1.154], [-0.044, -0.898, 4.575], [4.565, -2.276, 0.145], [-4.838, 4.140, -0.310], [1.077, -3.926, 3.541], [-2.301, -2.630, 0.736], [0.909, 5.625, -1.742], [-2.218, -2.620, -0.345], [6.377, 1.600, -1.448], [0.563, -0.338, -0.894], [-2.005, -2.568, -4.229], [-4.520, 0.393, -1.230], [1.549, 1.497, 3.437], [-1.248, 2.728, 1.918], [1.366, -4.131, -3.004], [1.872, -3.199, -3.893], [-1.944, 0.214, -0.250], [1.583, -4.466, 1.522], [2.139, 0.593, 3.534]]}


Entry 2:
{"formula": "C36H36As3MoOS4", "method": "wB97M-V/def2-TZVPD", "orbital_gap_ha": [0.214, 0.199], "energy_ev": -267651.4221, "charge": 3, "max_force_ha_per_bohr": 0.053, "molar_mass_da": 933.66, "relative_energy_kcal_mol": 0.0, "elements": ["H", "H", "H", "H", "H", "As", "H", "H", "As", "H", "H", "C", "H", "H", "S", "C", "H", "H", "C", "C", "C", "H", "C", "C", "C", "C", "S", "C", "H", "C", "H", "As", "C", "C", "O", "Mo", "H", "H", "C", "C", "C", "H", "H", "H", "H", "C", "C", "C", "H", "H", "H", "H", "C", "C", "H", "S", "C", "C", "C", "S", "C", "C", "H", "C", "H", "H", "C", "H", "C", "C", "C", "C", "H", "C", "H", "H", "H", "C", "H", "C", "C"], "positions_angstrom": [[-0.543, -4.616, 3.562], [-4.624, -0.293, 3.160], [3.941, -4.918, -1.656], [0.879, 1.699, 2.050], [4.990, -4.699, 0.533], [1.550, -0.562, -1.482], [3.154, 0.104, -6.985], [-3.594, -2.356, 5.535], [-0.089, 2.180, -0.821], [-0.461, 7.037, -1.716], [2.360, 0.591, 0.590], [-1.968, 3.309, 1.035], [-3.008, -5.308, 5.604], [-4.391, -0.567, 4.903], [-2.716, -2.346, -1.401], [3.972, -2.843, 1.017], [-0.012, 5.053, -0.397], [3.452, 0.794, -0.763], [-2.884, -2.468, 4.731], [-0.769, 2.620, 0.931], [-0.308, 4.921, -1.443], [-0.076, 2.193, 4.236], [-2.024, -0.603, 1.772], [2.418, 0.879, -0.437], [-1.069, -2.792, 2.693], [2.884, -0.003, -5.955], [-0.898, -2.297, -2.424], [-2.879, -1.504, 3.752], [4.437, -2.731, 1.980], [-1.171, -3.747, 3.656], [4.851, -0.489, -5.241], [-4.072, -1.402, -3.263], [-1.869, 3.115, 3.451], [3.451, -0.518, -3.661], [-1.332, -0.545, 0.647], [-1.008, -0.302, -1.237], [4.204, -0.830, -2.945], [-2.730, 0.195, 1.905], [-0.453, 3.651, -2.000], [3.090, -1.888, 0.542], [1.873, 2.267, -0.687], [-3.398, 0.610, 4.017], [-2.514, 3.579, 0.149], [-1.259, -5.302, 5.794], [2.141, 3.021, 0.043], [-0.645, 2.459, 3.340], [4.271, -3.947, 0.221], [2.809, -3.104, -1.510], [-1.140, 4.576, -5.166], [-0.707, 2.556, -3.815], [-0.569, -3.039, 0.664], [0.563, -2.032, 1.602], [2.120, -0.339, -3.308], [3.822, -0.322, -4.962], [0.810, 0.488, -6.291], [-3.071, -1.951, -4.879], [-0.092, 2.210, 2.092], [1.560, 0.214, -5.570], [1.180, 0.038, -4.267], [-2.291, 0.933, -2.445], [-0.042, -2.943, 1.619], [-0.725, 3.553, -3.368], [2.434, -3.131, -2.540], [2.495, -2.031, -0.715], [2.136, 2.661, -1.654], [2.845, -1.069, 1.194], [-0.547, 6.069, -2.200], [-3.415, 4.135, 2.440], [3.706, -4.082, -1.043], [-2.054, -3.607, 4.750], [-0.854, 5.957, -3.545], [-0.924, 4.679, -4.124], [0.154, 0.159, -3.965], [-2.143, -4.670, 5.811], [0.611, -3.781, 1.799], [-2.287, -4.300, 6.809], [-2.265, 3.321, 4.441], [-1.925, -1.620, 2.683], [-0.980, 6.870, -4.112], [-3.871, -0.379, 3.949], [-2.499, 3.585, 2.288]]}


Entry 3:
{"formula": "C36H36Br2Cl3N3O4PdS", "method": "wB97M-V/def2-TZVPD", "orbital_gap_ha": 0.270, "energy_ev": -242544.6011, "charge": 0, "max_force_ha_per_bohr": 0.021, "molar_mass_da": 979.36, "relative_energy_kcal_mol": 10.8, "elements": ["H", "C", "C", "H", "H", "C", "H", "H", "H", "C", "Cl", "N", "H", "H", "H", "C", "C", "C", "C", "H", "H", "C", "C", "C", "C", "H", "H", "H", "C", "H", "Br", "C", "Cl", "C", "C", "Pd", "C", "C", "O", "H", "C", "C", "C", "O", "H", "S", "C", "C", "C", "H", "O", "C", "H", "O", "H", "C", "C", "H", "H", "H", "C", "C", "H", "C", "N", "C", "Br", "H", "H", "H", "N", "H", "C", "H", "C", "H", "H", "C", "H", "C", "C", "H", "Cl", "H", "H", "H"], "positions_angstrom": [[0.787, -0.387, -4.004], [3.012, 2.891, -8.431], [0.170, 1.383, 3.206], [-1.179, -3.795, 1.199], [-1.593, 2.999, 4.571], [-0.491, 1.117, 4.554], [0.314, -2.959, -3.113], [4.214, 1.877, -0.196], [-1.356, 2.281, 6.160], [-4.859, -3.719, -1.800], [-3.276, -5.043, 1.577], [1.793, 2.459, -8.136], [-2.205, 0.045, 5.323], [-4.057, -2.379, -3.261], [-3.445, -1.839, 2.943], [1.467, 0.991, 2.906], [3.552, 3.268, -6.132], [0.554, -0.690, -0.861], [4.102, 0.840, 0.107], [-1.992, -1.995, -2.024], [-2.031, -0.657, -0.469], [2.278, 2.812, -5.826], [-4.634, -0.580, 0.126], [-5.449, -1.547, 2.217], [-1.248, -3.004, 0.439], [5.084, 0.365, 0.093], [0.881, -3.042, 0.475], [3.284, 2.913, -9.477], [-2.482, -3.292, -0.384], [4.555, -1.181, 1.747], [-0.986, 3.041, -0.420], [0.449, 0.380, 5.506], [-4.496, 0.143, -1.426], [-0.540, 2.027, 2.192], [-0.888, 2.451, 5.193], [1.068, 2.273, -2.121], [-4.094, -1.491, 2.162], [1.410, 1.959, 0.703], [2.575, 3.157, -3.494], [3.236, -0.990, 2.895], [0.670, -0.767, -3.006], [1.436, 2.422, -6.858], [2.103, 1.233, 1.689], [-1.324, -1.768, 1.158], [-1.564, 2.339, 2.338], [-6.177, -0.926, 0.796], [-3.474, -4.157, 0.092], [1.848, 2.745, -4.407], [0.070, 2.277, 0.985], [4.449, 2.526, 2.256], [0.696, 2.245, -4.137], [-3.890, -2.881, -2.322], [-6.061, -1.927, 3.010], [1.996, 2.360, -0.412], [4.221, 3.580, -5.341], [3.547, -0.790, 1.871], [0.436, -2.038, -2.581], [1.353, 0.955, 5.702], [0.575, -0.359, 0.163], [0.440, 2.070, -6.637], [-1.745, 0.257, 4.360], [3.916, 3.303, -7.461], [-0.011, 3.080, 5.341], [4.449, 1.463, 2.488], [0.352, -1.973, -1.211], [3.529, 0.707, 1.521], [5.633, 3.903, -7.975], [0.187, -4.010, -0.833], [-1.493, -0.688, 3.877], [-5.404, -5.036, -0.199], [0.734, 0.062, -1.918], [-1.785, 0.181, 1.061], [-4.655, -4.371, -0.597], [-0.054, 0.219, 6.458], [0.103, -3.066, -0.289], [2.029, 0.467, 3.663], [5.470, 1.094, 2.398], [-2.156, -0.749, 0.615], [2.887, -1.342, 1.201], [-2.720, -2.678, -1.612], [-3.607, -0.938, 0.942], [4.132, 1.341, 3.523], [-6.342, -3.966, -2.657], [-2.490, 0.764, 3.750], [3.472, 0.345, -0.632], [0.736, -0.594, 5.112]]}